Density functional theory data (ωB97M-V with the def2-TZVPD basis set) for C4H6N2 in the gas phase at a distorted geometry.

Properties
* HOMO: -9.826 eV
* total charge: 0
* lowest unoccupied orbital energy: 0.91 eV
* energy: -7223.8151 eV
* Kohn-Sham gap: 0.395 hartree
* energy above the lowest of the compared OMol25 structures with the same formula, charge and spin: 171.3 kJ/mol

Each line ends with the Mulliken charge.
Element x y z (Å)
C (0.730, -1.052, -0.864)  -1.18
C (0.525, 0.352, -0.349)  0.21
N (-0.590, 1.248, -0.540)  -0.57
C (-0.292, 0.816, 0.815)  -0.02
C (-1.172, -0.015, 1.618)  0.13
N (-1.871, -0.596, 2.336)  -0.40
H (-0.148, -1.703, -0.852)  0.34
H (1.103, -0.987, -1.893)  0.33
H (1.521, -1.525, -0.268)  0.29
H (1.447, 0.925, -0.417)  0.29
H (-1.435, 0.935, -0.980)  0.26
H (0.182, 1.601, 1.395)  0.32

Density functional theory data (ωB97M-V with the def2-TZVPD basis set) for a molecular structure, C4H6N2.

Properties
* HOMO: -7.937 eV
* total charge: 0
* lowest unoccupied orbital energy: 0.77 eV
* energy: -7220.7097 eV
* Kohn-Sham gap: 0.320 hartree
* energy above the lowest of the compared OMol25 structures with the same formula, charge and spin: 471.0 kJ/mol

Each line ends with the Mulliken charge.
Element x y z (Å)
C (-1.848, -0.191, -0.105)  -1.05
C (-0.349, -0.217, -0.076)  0.82
C (0.518, -1.303, 0.060)  -0.83
C (1.754, -0.611, 0.021)  -0.37
N (1.650, 0.831, -0.144)  -0.66
N (0.341, 0.970, -0.164)  0.21
H (-2.260, -0.139, 0.910)  0.24
H (-2.247, 0.653, -0.678)  0.32
H (-2.207, -1.119, -0.554)  0.29
H (1.918, 0.219, 0.967)  0.32
H (2.762, -1.002, -0.103)  0.45
H (-0.032, 1.910, -0.133)  0.26

Density functional theory data (ωB97M-V with the def2-TZVPD basis set) for C4H6N2 in the gas phase at a distorted geometry.

Properties
* HOMO: -7.938 eV
* total charge: 0
* lowest unoccupied orbital energy: 1.05 eV
* energy: -7224.3457 eV
* Kohn-Sham gap: 0.330 hartree
* energy above the lowest of the compared OMol25 structures with the same formula, charge and spin: 120.1 kJ/mol

Each line ends with the Mulliken charge.
Element x y z (Å)
N (2.029, -0.011, -0.050)  -0.45
C (0.651, -0.038, -0.245)  0.17
C (-0.163, 1.043, -0.166)  -0.38
C (-1.505, 0.581, 0.001)  -0.27
C (-1.506, -0.771, -0.022)  -0.58
N (-0.163, -1.240, -0.104)  -0.36
H (2.710, -0.539, -0.567)  0.20
H (2.396, 0.598, 0.665)  0.19
H (0.142, 2.077, -0.200)  0.43
H (-2.365, 1.227, 0.080)  0.41
H (-2.381, -1.391, -0.206)  0.36
H (0.155, -1.536, 0.814)  0.30

Density functional theory data (ωB97M-V with the def2-TZVPD basis set) for a molecular structure, C4H6N2.

Properties
* HOMO: -8.692 eV
* total charge: 0
* lowest unoccupied orbital energy: 0.46 eV
* energy: -7222.3337 eV
* Kohn-Sham gap: 0.336 hartree
* energy above the lowest of the compared OMol25 structures with the same formula, charge and spin: 314.3 kJ/mol

Each line ends with the Mulliken charge.
Element x y z (Å)
C (1.334, 0.275, 0.573)  -0.73
N (-0.412, -0.272, 0.914)  -0.33
C (-0.433, 0.796, -0.015)  -0.13
C (-0.957, 0.301, -1.211)  -0.32
N (-1.220, -1.009, -1.071)  -0.50
C (-0.854, -1.311, 0.177)  -0.15
H (1.773, 0.848, -0.245)  0.32
H (1.496, 0.764, 1.529)  0.32
H (1.722, -0.739, 0.565)  0.31
H (-0.360, 1.822, 0.324)  0.42
H (-1.174, 0.837, -2.126)  0.40
H (-0.916, -2.313, 0.586)  0.39

Density functional theory data (ωB97M-V with the def2-TZVPD basis set) for a molecular structure, C4H6N2.

Properties
* HOMO: -8.370 eV
* total charge: 0
* lowest unoccupied orbital energy: 1.07 eV
* energy: -7223.2803 eV
* Kohn-Sham gap: 0.347 hartree
* energy above the lowest of the compared OMol25 structures with the same formula, charge and spin: 222.9 kJ/mol

Each line ends with the Mulliken charge.
Element x y z (Å)
N (1.614, -0.983, -0.749)  -0.55
C (0.459, -0.336, -0.306)  0.95
C (-0.805, -0.897, -0.156)  -0.73
N (-1.727, 0.030, 0.240)  -0.50
C (-0.981, 1.240, 0.347)  -0.49
C (0.352, 1.020, 0.053)  -0.70
H (1.608, -1.977, -0.568)  0.24
H (2.472, -0.570, -0.411)  0.24
H (-1.078, -1.938, -0.291)  0.37
H (-1.501, 0.502, 1.335)  0.32
H (-1.550, 2.150, 0.435)  0.46
H (1.138, 1.759, 0.070)  0.38

Density functional theory data (ωB97M-V with the def2-TZVPD basis set) for C4H6N2 in the gas phase.

Properties
* HOMO: -10.262 eV
* total charge: 0
* lowest unoccupied orbital energy: 0.81 eV
* energy: -7223.3435 eV
* Kohn-Sham gap: 0.407 hartree
* energy above the lowest of the compared OMol25 structures with the same formula, charge and spin: 216.8 kJ/mol

Each line ends with the Mulliken charge.
Element x y z (Å)
C (-1.266, 0.216, 0.908)  -0.79
N (-0.077, 0.743, 0.256)  -0.30
C (0.050, 0.607, -1.181)  -0.11
C (0.760, -0.308, -0.255)  0.11
C (2.126, -0.553, 0.143)  -0.16
N (3.022, -1.173, 0.529)  -0.44
H (-1.039, 0.094, 1.970)  0.28
H (-1.545, -0.772, 0.506)  0.32
H (-2.111, 0.898, 0.797)  0.29
H (0.522, 1.435, -1.700)  0.24
H (-0.748, 0.104, -1.731)  0.26
H (0.306, -1.292, -0.241)  0.29

Density functional theory data (ωB97M-V with the def2-TZVPD basis set) for C4H6N2 in the gas phase.

Properties
* HOMO: -8.210 eV
* total charge: 0
* lowest unoccupied orbital energy: 0.83 eV
* energy: -7223.1589 eV
* Kohn-Sham gap: 0.332 hartree
* energy above the lowest of the compared OMol25 structures with the same formula, charge and spin: 234.7 kJ/mol

Each line ends with the Mulliken charge.
Element x y z (Å)
N (-0.627, -1.805, 0.616)  -0.53
C (-0.162, -0.567, 0.181)  0.23
C (0.998, 0.087, 0.308)  -0.48
C (0.772, 1.451, -0.283)  -0.30
C (-0.574, 1.432, -0.986)  -0.59
N (-1.065, 0.274, -0.536)  0.02
H (-1.204, -2.279, -0.070)  0.24
H (0.120, -2.417, 0.918)  0.24
H (1.905, -0.305, 0.750)  0.35
H (1.614, 1.937, -0.782)  0.40
H (0.459, 2.147, 0.526)  0.20
H (-2.045, 0.035, -0.625)  0.21

Density functional theory data (ωB97M-V with the def2-TZVPD basis set) for C4H6N2 in the gas phase at a distorted geometry.

Properties
* HOMO: -8.978 eV
* total charge: 0
* lowest unoccupied orbital energy: 0.27 eV
* energy: -7221.6232 eV
* Kohn-Sham gap: 0.340 hartree
* energy above the lowest of the compared OMol25 structures with the same formula, charge and spin: 382.8 kJ/mol

Each line ends with the Mulliken charge.
Element x y z (Å)
H (-3.856, 0.570, 0.140)  0.27
N (-2.956, 0.224, 0.505)  -0.56
C (-2.152, -0.089, -0.439)  -0.01
C (-0.997, -0.836, -0.204)  0.02
N (-0.391, -1.925, -0.353)  -0.51
C (0.423, -1.050, 0.558)  0.12
C (1.600, -0.189, 0.099)  -0.99
H (-2.417, 0.156, -1.472)  0.35
H (0.164, -1.154, 1.545)  0.41
H (1.164, 0.477, -0.672)  0.29
H (2.541, -0.680, 0.075)  0.32
H (1.915, 0.598, 0.821)  0.28

Density functional theory data (ωB97M-V with the def2-TZVPD basis set) for 2 unconnected molecules or ions with the total composition C4H6N2 at a distorted geometry.

Properties
* HOMO (alpha / beta): -9.615 / -9.615 eV
* total charge: 0
* lowest unoccupied orbital energy (alpha / beta): -1.09 / -1.09 eV
* energy: -7220.3775 eV
* Kohn-Sham gap (alpha / beta): 0.313 / 0.313 hartree
* energy above the lowest of the compared OMol25 structures with the same formula, charge and spin: 503.0 kJ/mol

Each line ends with the Mulliken charge.
Element x y z (Å)
C (2.914, 0.096, 2.583)  -0.17
C (1.286, -0.588, 0.719)  -0.23
C (0.195, 0.375, 0.618)  0.38
C (-0.525, 0.598, -0.691)  -1.21
N (3.651, 0.396, 3.405)  -0.36
N (0.102, -0.924, 1.288)  -0.36
H (1.985, -1.083, 0.087)  0.34
H (0.170, 1.208, 1.312)  0.37
H (-0.014, 0.106, -1.518)  0.35
H (-0.592, 1.660, -0.907)  0.31
H (-1.538, 0.197, -0.629)  0.31
H (-0.487, -1.690, 0.992)  0.26

Density functional theory data (ωB97M-V with the def2-TZVPD basis set) for C4H6N2 in the gas phase at a distorted geometry.

Properties
* HOMO (alpha / beta): -8.201 / -8.141 eV
* total charge: 0
* lowest unoccupied orbital energy (alpha / beta): -0.83 / -0.18 eV
* energy: -7221.6663 eV
* Kohn-Sham gap (alpha / beta): 0.271 / 0.292 hartree
* energy above the lowest of the compared OMol25 structures with the same formula, charge and spin: 378.7 kJ/mol

Each line ends with the Mulliken charge.
Element x y z (Å)
C (-1.623, -0.303, 0.066)  -1.18
C (-0.178, 0.040, 0.128)  0.26
C (0.866, -0.727, -0.352)  -0.12
N (2.054, -0.174, -0.390)  -0.51
N (1.544, 1.595, 0.679)  -0.45
C (0.312, 1.299, 0.531)  0.10
H (-2.009, -0.338, -0.957)  0.27
H (-1.779, -1.285, 0.524)  0.32
H (-2.214, 0.422, 0.635)  0.35
H (0.672, -1.747, -0.692)  0.39
H (2.792, -0.871, -0.573)  0.24
H (-0.437, 2.089, 0.401)  0.34

Density functional theory data (ωB97M-V with the def2-TZVPD basis set) for C4H6N2 in the gas phase at a distorted geometry.

Properties
* HOMO: -10.121 eV
* total charge: 0
* lowest unoccupied orbital energy: 0.97 eV
* energy: -7224.0032 eV
* Kohn-Sham gap: 0.408 hartree
* energy above the lowest of the compared OMol25 structures with the same formula, charge and spin: 153.2 kJ/mol

Each line ends with the Mulliken charge.
Element x y z (Å)
C (-1.128, 0.811, -0.099)  -1.30
C (-0.509, -0.462, 0.429)  0.24
N (0.003, -1.423, -0.532)  -0.57
C (0.958, -0.732, 0.328)  -0.17
C (1.787, 0.394, -0.048)  0.19
N (2.400, 1.363, -0.207)  -0.42
H (-0.581, 1.204, -0.964)  0.34
H (-2.149, 0.582, -0.421)  0.35
H (-1.173, 1.601, 0.655)  0.32
H (-1.007, -0.893, 1.295)  0.36
H (-0.035, -1.040, -1.474)  0.30
H (1.434, -1.404, 1.037)  0.35

Density functional theory data (ωB97M-V with the def2-TZVPD basis set) for C4H6N2 in the gas phase at a distorted geometry.

Properties
* HOMO: -9.823 eV
* total charge: 0
* lowest unoccupied orbital energy: 0.67 eV
* energy: -7223.1822 eV
* Kohn-Sham gap: 0.386 hartree
* energy above the lowest of the compared OMol25 structures with the same formula, charge and spin: 232.4 kJ/mol

Each line ends with the Mulliken charge.
Element x y z (Å)
H (1.172, -1.828, 0.434)  0.30
N (0.149, -1.632, 0.203)  -0.61
C (-0.217, -0.479, -0.017)  0.56
C (-1.680, -0.097, -0.424)  -1.07
C (0.811, 0.970, 0.380)  -0.60
C (2.029, 0.425, 0.017)  0.35
N (2.953, -0.173, -0.292)  -0.43
H (-2.204, 0.810, 0.014)  0.31
H (-2.258, -0.910, -0.007)  0.35
H (-1.966, -0.096, -1.475)  0.29
H (0.478, 1.603, -0.306)  0.31
H (0.733, 1.407, 1.474)  0.26